1.
Computed, not measured: an isolated ion of composition C11H13N4 and charge +1 in a non-equilibrium geometry, with the ωB97M-V functional and the def2-TZVPD basis.

XYZ file:
```
28
Properties=species:S:1:pos:R:3:nbo_charge:R:1
C -3.859 -0.017 -0.492 -0.152
C -3.106 -1.231 -0.572 -0.179
C -3.232 1.028 0.216 -0.188
C -1.746 -1.288 -0.278 -0.167
C -1.872 0.973 0.539 -0.254
C -1.077 -0.162 0.238 -0.107
C 2.003 -1.798 0.282 0.243
C 2.374 0.421 -0.694 0.196
C 1.109 0.923 -0.822 0.286
C 2.703 -0.992 -0.865 -0.531
C 0.326 -0.147 0.774 0.402
N 0.919 -1.369 0.687 -0.397
N 3.260 1.271 -0.039 -0.803
N 0.328 1.569 -1.460 -0.516
N 0.653 0.589 1.898 -0.789
H -4.814 -0.052 -0.782 0.222
H -3.409 -2.217 -0.985 0.237
H -3.902 1.921 0.422 0.240
H -1.264 -2.148 -0.362 0.212
H -1.619 1.903 0.965 0.227
H 2.445 -2.838 0.365 0.241
H 3.698 -1.334 -0.845 0.262
H 2.278 -1.276 -1.851 0.271
H 4.193 1.379 -0.427 0.418
H -0.592 1.775 -1.204 0.389
H -0.076 1.087 2.366 0.421
H 2.981 2.000 0.541 0.409
H 1.298 0.030 2.385 0.407
```

Output
Relative energy (zero: lowest compared OMol25 entry of this formula, charge and spin)   1.7732 eV
Net charge   +1
Highest occupied orbital energy (spin up / spin down)   -11.70 / -11.70 eV
2S+1   1
LUMO energy (spin up / spin down)   -4.28 / -4.28 eV

2.
Computed, not measured: a 3-piece molecular cluster, C6H17NO3S overall in a non-equilibrium geometry, with the ωB97M-V functional and the def2-TZVPD basis.

XYZ file:
```
28
Properties=species:S:1:pos:R:3:nbo_charge:R:1
C 1.810 -2.518 1.343 -0.442
C 3.689 2.037 1.121 -0.272
C 3.823 -1.107 -1.802 -0.261
C 0.380 0.154 -0.982 -0.278
C 1.049 -1.928 2.213 -0.353
C -8.103 1.798 -0.880 0.162
N -8.840 1.101 -0.063 -0.569
O 3.528 1.105 0.075 -0.686
O 2.817 -1.015 -0.829 -0.715
O 1.113 0.099 0.241 -0.688
S 2.614 -0.158 0.428 1.911
H 1.530 -3.252 0.552 0.215
H 3.705 1.350 1.961 0.184
H 2.742 2.667 1.205 0.200
H 4.522 2.704 1.137 0.249
H 3.618 -2.075 -2.344 0.241
H 4.757 -0.971 -1.294 0.213
H 3.729 -0.284 -2.550 0.212
H 1.020 0.631 -1.820 0.205
H -0.495 0.721 -0.832 0.228
H 0.308 -0.917 -1.373 0.225
H -0.005 -2.140 2.219 0.210
H 1.416 -1.335 3.070 0.213
H -7.803 2.867 -0.765 0.251
H -7.697 1.459 -1.837 0.242
H 2.840 -2.530 1.286 0.189
H -8.930 0.020 -0.220 0.477
H -9.136 1.516 0.741 0.437
```

Output
Relative energy (zero: lowest compared OMol25 entry of this formula, charge and spin)   0.0000 eV
Net charge   +2
Highest occupied orbital energy   -15.11 eV
2S+1   1
LUMO energy   -7.69 eV

3.
Computed, not measured: a 7-piece molecular cluster, C33H64BCl2N8O4P2 overall, with the ωB97M-V functional and the def2-TZVPD basis.

XYZ file:
```
114
Properties=species:S:1:pos:R:3:lowdin_charge:R:1
C 2.174 -4.143 2.383 -0.096
C 1.521 -4.620 1.074 -0.233
C 2.275 -4.385 -0.252 -0.560
Cl 4.018 -4.676 -0.002 0.821
C 2.153 -3.018 -1.002 -0.291
B 3.282 -1.967 -0.400 -0.671
O 2.822 -1.461 0.787 0.176
N 4.461 -1.558 -1.119 -0.131
C 5.750 -2.087 -0.618 -0.097
C 4.512 -0.080 -1.191 -0.115
N 0.786 -2.432 -0.666 0.082
C -0.397 -3.191 -1.169 -0.120
C -0.256 -3.711 -2.595 -0.173
O 1.080 -3.985 -2.991 -0.192
C 2.172 -3.191 -2.548 -0.620
P 3.538 -4.266 -3.272 0.753
O 4.882 -3.683 -3.410 -0.391
P 2.484 -1.504 -3.416 0.747
O 2.481 -2.121 -4.918 -0.346
Cl 0.519 -0.706 -3.370 0.311
H 1.460 -3.575 2.985 0.078
H 3.038 -3.504 2.216 0.044
H 2.496 -4.994 2.985 0.081
H 0.513 -4.212 1.014 0.068
H 1.382 -5.704 1.128 0.121
H 1.953 -5.165 -0.948 0.096
H 3.514 -1.149 1.384 0.139
H 5.707 -2.425 0.423 0.066
H 6.072 -2.932 -1.229 0.052
H 6.522 -1.319 -0.691 0.096
H 3.516 0.360 -1.289 0.066
H 4.986 0.368 -0.309 0.081
H 5.094 0.209 -2.069 0.095
H 0.729 -1.487 -1.056 0.104
H 0.683 -2.313 0.349 0.118
H -0.603 -3.997 -0.473 0.109
H -1.240 -2.501 -1.103 0.122
H -0.768 -4.676 -2.643 0.140
H -0.748 -3.058 -3.314 0.089
H 2.870 -4.607 -4.445 0.039
H 3.414 -5.420 -2.488 0.010
H 2.031 -1.574 -5.575 0.069
C 3.456 4.333 0.893 -0.110
C 3.808 5.059 -0.398 -0.257
C 4.274 4.106 -1.504 -0.190
C 5.475 3.366 -1.120 -0.242
N 6.427 2.803 -0.806 0.159
H 4.326 3.816 1.303 0.071
H 3.104 5.040 1.643 0.073
H 2.666 3.597 0.728 0.073
H 4.593 5.793 -0.211 0.115
H 2.941 5.607 -0.768 0.109
H 4.501 4.655 -2.420 0.120
H 3.490 3.382 -1.741 0.113
C -4.473 -0.057 1.877 -0.117
C -4.750 -1.430 1.285 -0.250
C -3.912 -2.531 1.953 -0.171
C -2.488 -2.326 1.706 -0.177
N -1.386 -2.194 1.407 0.181
H -3.435 0.248 1.744 0.054
H -5.101 0.687 1.392 0.037
H -4.682 -0.041 2.948 0.074
H -4.555 -1.437 0.211 0.110
H -5.803 -1.682 1.412 0.113
H -4.160 -3.519 1.559 0.122
H -4.082 -2.551 3.031 0.127
C -0.365 3.709 6.367 -0.107
C -0.389 2.272 6.868 -0.258
C -0.210 1.243 5.744 -0.194
C -1.273 1.332 4.744 -0.228
N -2.153 1.414 4.009 0.161
H -1.184 3.899 5.672 0.071
H -0.463 4.408 7.197 0.075
H 0.573 3.928 5.854 0.076
H -1.331 2.072 7.381 0.113
H 0.408 2.115 7.595 0.109
H -0.219 0.230 6.148 0.117
H 0.747 1.389 5.237 0.118
C 6.982 -6.724 -1.499 -0.110
C 8.182 -6.098 -2.196 -0.251
C 9.295 -5.697 -1.219 -0.185
C 8.830 -4.708 -0.249 -0.227
N 8.419 -3.920 0.480 0.157
H 6.520 -6.018 -0.807 0.033
H 6.228 -7.024 -2.226 0.070
H 7.271 -7.611 -0.931 0.080
H 7.868 -5.217 -2.758 0.109
H 8.605 -6.800 -2.915 0.110
H 10.143 -5.268 -1.754 0.120
H 9.659 -6.567 -0.668 0.122
C -5.499 5.023 0.907 -0.106
C -6.901 4.958 0.314 -0.261
C -7.555 3.581 0.488 -0.181
C -6.776 2.534 -0.170 -0.235
N -6.153 1.729 -0.705 0.148
H -4.826 4.321 0.412 0.069
H -5.080 6.022 0.791 0.073
H -5.510 4.788 1.973 0.078
H -6.859 5.205 -0.749 0.100
H -7.541 5.703 0.786 0.108
H -8.561 3.570 0.066 0.114
H -7.638 3.329 1.547 0.123
C -8.860 7.615 -3.313 -0.107
C -9.249 6.142 -3.347 -0.259
C -10.633 5.885 -2.741 -0.191
C -10.685 6.301 -1.343 -0.244
N -10.694 6.622 -0.238 0.148
H -8.808 7.986 -2.288 0.070
H -7.884 7.767 -3.772 0.073
H -9.583 8.225 -3.856 0.079
H -8.505 5.553 -2.806 0.095
H -9.242 5.789 -4.379 0.109
H -10.893 4.826 -2.789 0.117
H -11.399 6.439 -3.287 0.122
```

Output
Net charge   +1
Highest occupied orbital energy   -11.07 eV
2S+1   1
LUMO energy   -2.15 eV

4.
Computed, not measured: one molecule with the formula C5H8O2 in a non-equilibrium geometry, with the ωB97M-V functional and the def2-TZVPD basis.

XYZ file:
```
15
Properties=species:S:1:pos:R:3:nbo_charge:R:1
C 1.586 0.556 0.081 0.563
C 0.414 1.250 -0.472 -0.538
C 0.731 -0.698 0.509 0.022
C -0.390 -0.015 -0.407 -0.240
C -1.806 -0.059 0.233 -0.605
O 2.794 0.760 0.117 -0.505
O 1.157 -1.993 0.287 -0.668
H -0.111 2.081 0.111 0.244
H 0.705 1.617 -1.377 0.243
H 0.362 -0.577 1.643 0.185
H -0.364 -0.609 -1.267 0.194
H -1.607 -0.175 1.344 0.207
H -2.309 -0.972 -0.103 0.220
H -2.383 0.823 -0.025 0.214
H 1.221 -1.989 -0.673 0.464
```

Output
Relative energy (zero: lowest compared OMol25 entry of this formula, charge and spin)   2.0657 eV
Highest occupied orbital energy   -9.35 eV
2S+1   1
LUMO energy   0.68 eV

Number 1: energy -17567.8805 eV. Number 2: energy -24944.4161 eV. Number 3: energy -99664.6499 eV. Number 4: energy -9407.7665 eV.